# 1
Entry from OMol25: C12H27AsCdCl2NOSi as an isolated structure in a non-equilibrium geometry (ωB97M-V/def2-TZVPD).

Each line ends with the Mulliken charge.
Cartesian coordinates (Å):
C1 4.02 -0.78 0.04  -1.268
C2 3.24 0.48 0.44  -0.754
N1 2.27 0.79 -0.63  0.446
C3 1.20 1.69 -0.16  -1.497
C4 -0.21 1.11 -0.42  -0.588
As1 -1.32 0.84 1.28  -0.315
C5 -3.14 1.15 0.48  0.005
Cl1 -4.21 1.90 1.67  -0.151
C6 -3.64 0.89 -0.71  0.402
C7 -2.86 0.29 -1.84  -1.203
Cl2 -5.30 1.24 -1.10  -0.157
Si1 -1.40 -1.58 1.10  0.599
C8 -1.20 -2.13 2.92  -1.227
C9 -3.06 -2.25 0.55  -1.155
C10 0.10 -2.29 0.21  -0.886
C11 2.97 1.50 -1.70  0.330
C12 2.79 0.94 -3.09  -1.100
O1 3.64 2.45 -1.51  -0.477
H1 4.68 -1.05 0.86  0.422
H2 4.57 -0.58 -0.88  0.323
H3 3.30 -1.56 -0.16  0.251
H4 3.92 1.30 0.65  0.543
H5 2.72 0.25 1.38  0.508
H6 1.41 1.92 0.96  0.776
H7 1.28 2.64 -0.68  0.609
H8 -0.73 1.88 -0.99  0.560
H9 -0.13 0.24 -1.06  0.302
H10 -2.00 0.66 2.66  0.278
H11 0.08 0.63 2.02  0.204
H12 -1.21 2.50 1.49  0.192
H13 -2.19 -0.53 -1.62  0.143
H14 -2.27 1.07 -2.33  0.337
H15 -3.55 -0.06 -2.60  0.448
H16 -1.44 -1.31 3.60  0.338
H17 -1.80 -3.01 3.13  0.362
H18 -0.15 -2.34 3.08  0.330
H19 -3.18 -3.23 1.01  0.437
H20 -3.87 -1.62 0.93  0.374
H21 -3.20 -2.33 -0.52  0.345
H22 0.04 -3.37 0.32  0.493
H23 0.00 -2.11 -0.86  0.365
H24 1.04 -1.90 0.58  0.004
H25 3.15 1.65 -3.82  0.402
H26 1.73 0.74 -3.24  0.254
H27 3.36 0.01 -3.14  0.273
Cd1 0.54 3.27 1.71  0.124

Results
- spin multiplicity = 1
- molecular weight (g mol⁻¹) = 487.68
- orbital gap (eV) = 5.061
- E_HOMO (eV) = -11.4
- charge = +1
- lowest unoccupied orbital energy (Ha) = -0.2326

---

# 2
Entry from OMol25: C12H27BI2N2NbO8 as an isolated structure in a non-equilibrium geometry (ωB97M-V/def2-TZVPD).

Each line ends with the Mulliken charge.
Cartesian coordinates (Å):
C1 2.78 -0.12 2.16  -1.003
C2 1.63 -0.78 2.91  0.650
O1 1.52 -0.52 4.06  -0.601
N1 0.70 -1.69 2.31  -0.283
C3 1.36 -2.96 1.96  -0.678
Nb1 -0.46 -0.83 0.72  -0.494
B1 -1.61 0.23 -1.00  0.509
N2 -2.27 -0.65 -1.98  -0.747
O2 -1.71 1.60 -1.15  -0.527
C4 -2.43 -1.82 1.37  -0.039
I1 -2.50 -3.97 1.08  -0.088
C5 -3.48 -1.24 1.87  0.181
C6 -3.52 0.24 2.11  -1.009
I2 -5.28 -2.24 2.45  -0.040
H1 3.17 -0.73 1.36  0.304
H2 3.57 0.19 2.81  0.315
H3 2.37 0.76 1.68  0.258
H4 2.36 -2.78 1.59  0.117
H5 1.49 -3.55 2.87  0.290
H6 0.79 -3.54 1.26  0.281
H7 -0.67 0.65 1.78  0.033
H8 1.04 -0.11 -0.02  -0.060
H9 -0.14 -2.31 -0.35  0.006
H10 -2.74 -1.39 -1.47  0.304
H11 -1.54 -1.15 -2.48  0.264
H12 -1.76 1.95 -0.25  0.263
H13 -3.78 0.75 1.19  0.183
H14 -4.34 0.44 2.79  0.454
H15 -2.63 0.61 2.57  0.169
C7 -6.34 6.32 -2.18  -0.618
O3 -5.94 5.42 -3.22  -0.336
C8 -5.32 4.32 -2.78  0.770
O4 -5.10 4.06 -1.63  -0.537
O5 -5.01 3.58 -3.84  -0.325
C9 -4.33 2.35 -3.53  -0.565
H16 -6.82 7.16 -2.67  0.209
H17 -7.05 5.84 -1.51  0.288
H18 -5.47 6.67 -1.63  0.293
H19 -4.95 1.71 -2.91  0.280
H20 -3.38 2.54 -3.03  0.243
H21 -4.14 1.85 -4.47  0.272
C10 5.70 -3.13 1.75  -0.644
O6 5.70 -2.22 0.64  -0.169
C11 6.82 -2.24 -0.07  0.708
O7 7.79 -2.92 0.15  -0.558
O8 6.69 -1.36 -1.06  -0.294
C12 7.83 -1.26 -1.91  -0.644
H22 4.74 -3.03 2.25  0.147
H23 5.82 -4.15 1.41  0.341
H24 6.49 -2.87 2.45  0.332
H25 8.03 -2.22 -2.40  0.290
H26 8.71 -0.93 -1.36  0.288
H27 7.59 -0.52 -2.67  0.218

Results
- spin multiplicity = 1
- molecular weight (g mol⁻¹) = 684.88
- orbital gap (eV) = 6.755
- energy above the lowest of the compared OMol25 structures with the same formula, charge and spin (kcal/mol) = 12.7
- E_HOMO (eV) = -4.7
- charge = -1
- lowest unoccupied orbital energy (Ha) = 0.0756